No. 1
{
  "formula": "C3H10NS",
  "method": "ωB97M-V/def2-TZVPD",
  "charge": -1,
  "fmax_ev_per_a": 0.51,
  "mol_weight_g_mol": 92.19,
  "e_above_lowest_kcal_mol": 30.4,
  "e_lumo_ev": 3.58,
  "species": ["C", "S", "H", "H", "H", "C", "N", "C", "H", "H", "H", "H", "H", "H", "H"],
  "positions_angstrom": [[2.824, -0.530, 0.650], [2.473, -2.110, -0.189], [1.934, -0.045, 1.091], [3.224, 0.186, -0.070], [3.527, -0.647, 1.490], [-1.823, 1.410, 0.024], [-0.733, 0.507, -0.236], [-1.136, -0.875, -0.487], [-2.209, 1.926, -0.861], [-1.552, 2.200, 0.732], [-2.660, 0.878, 0.481], [-0.140, 0.823, -0.987], [-1.496, -1.332, 0.440], [-1.948, -0.956, -1.228], [-0.284, -1.436, -0.851]]
}

***

No. 2
{
  "formula": "C14H53AsF6O13V",
  "method": "ωB97M-V/def2-TZVPD",
  "charge": 0,
  "fmax_ev_per_a": 2.58,
  "mol_weight_g_mol": 669.42,
  "spin_multiplicity": 4,
  "s_squared": 3.753,
  "e_lumo_ev": [-0.03, -0.03],
  "species": ["V", "As", "F", "F", "F", "F", "F", "F", "C", "C", "O", "H", "H", "H", "H", "H", "C", "O", "H", "H", "H", "H", "C", "O", "H", "H", "H", "H", "C", "O", "H", "H", "H", "H", "C", "O", "H", "H", "H", "H", "C", "O", "H", "H", "H", "H", "C", "O", "H", "H", "H", "H", "C", "O", "H", "H", "H", "H", "C", "O", "H", "H", "H", "H", "C", "O", "H", "H", "H", "H", "C", "O", "H", "H", "H", "H", "C", "O", "H", "H", "H", "H", "C", "O", "H", "H", "H", "H"],
  "positions_angstrom": [[11.977, 11.335, 9.842], [9.855, 10.777, 6.542], [8.734, 10.542, 5.185], [8.704, 11.869, 7.332], [10.910, 10.964, 8.000], [11.070, 9.674, 5.842], [10.715, 12.152, 5.743], [9.067, 9.364, 7.352], [15.419, 12.179, 12.739], [14.095, 12.500, 11.980], [13.248, 11.451, 11.641], [16.024, 11.475, 12.168], [15.268, 11.690, 13.701], [16.057, 13.048, 12.898], [14.351, 13.025, 11.060], [13.612, 13.292, 12.554], [17.692, 11.688, 9.814], [17.288, 11.097, 8.577], [16.846, 12.135, 10.336], [18.123, 10.888, 10.416], [18.376, 12.522, 9.659], [16.725, 10.334, 8.729], [8.115, 15.073, 11.740], [9.393, 14.558, 11.430], [8.114, 15.214, 12.821], [7.958, 16.006, 11.198], [7.271, 14.453, 11.438], [10.049, 15.123, 11.843], [13.661, 16.053, 10.087], [14.495, 15.278, 9.209], [13.840, 17.115, 9.920], [12.591, 15.863, 9.999], [13.971, 15.862, 11.115], [15.218, 15.827, 8.898], [12.030, 6.616, 7.845], [12.390, 6.634, 9.185], [12.859, 6.318, 7.202], [11.251, 5.874, 7.670], [11.625, 7.592, 7.578], [12.411, 5.705, 9.428], [15.650, 7.618, 8.782], [15.677, 8.894, 9.295], [15.290, 6.987, 9.595], [14.997, 7.569, 7.911], [16.681, 7.318, 8.594], [15.298, 8.768, 10.168], [11.348, 14.087, 8.113], [12.220, 13.385, 8.959], [10.416, 13.529, 8.024], [11.122, 15.104, 8.435], [11.753, 14.172, 7.105], [13.007, 13.930, 8.892], [11.299, 11.424, 14.578], [12.299, 10.442, 14.247], [10.863, 11.220, 15.555], [11.702, 12.437, 14.581], [10.502, 11.447, 13.834], [12.708, 10.777, 13.446], [14.600, 8.326, 13.179], [14.502, 8.907, 11.902], [15.342, 7.540, 13.039], [15.014, 9.029, 13.901], [13.664, 7.871, 13.504], [14.055, 9.752, 11.985], [6.846, 7.781, 9.631], [7.123, 9.051, 9.025], [6.505, 7.091, 8.859], [7.787, 7.369, 9.995], [6.125, 7.799, 10.449], [7.897, 9.014, 8.458], [8.803, 11.664, 10.642], [10.172, 12.080, 10.776], [8.273, 12.362, 9.994], [8.680, 10.675, 10.202], [8.248, 11.758, 11.575], [10.009, 12.993, 11.025], [13.865, 10.940, 7.204], [13.772, 10.839, 8.578], [13.431, 10.067, 6.716], [13.311, 11.829, 6.903], [14.884, 10.988, 6.820], [14.559, 10.356, 8.840], [10.917, 8.705, 11.140], [11.503, 9.101, 9.935], [10.744, 9.607, 11.727], [9.896, 8.341, 11.025], [11.510, 8.058, 11.787], [11.760, 8.247, 9.580]]
}

***

No. 3
{
  "formula": "C18H22N4O2",
  "method": "ωB97M-V/def2-TZVPD",
  "charge": 0,
  "fmax_ev_per_a": 5.71,
  "mol_weight_g_mol": 326.40,
  "e_above_lowest_kcal_mol": 170.6,
  "smiles": "[O-]/[N+](=N\\CCCCCC/N=[N+](\\[O-])c1ccccc1)c1ccccc1",
  "e_lumo_ev": -0.30,
  "species": ["O", "N", "N", "C", "C", "C", "C", "C", "C", "N", "N", "O", "C", "C", "C", "C", "C", "C", "C", "C", "C", "C", "C", "C", "H", "H", "H", "H", "H", "H", "H", "H", "H", "H", "H", "H", "H", "H", "H", "H", "H", "H", "H", "H", "H", "H"],
  "positions_angstrom": [[-0.215, -2.145, -0.741], [-1.430, -1.947, -0.480], [-2.235, -1.470, -1.371], [-1.741, -1.103, -2.708], [-2.491, 0.140, -3.236], [-2.226, 1.433, -2.412], [-0.748, 1.817, -2.412], [-0.424, 3.084, -1.603], [1.043, 3.216, -1.310], [1.437, 2.158, -0.360], [2.636, 2.214, 0.124], [3.345, 3.212, -0.121], [3.206, 1.202, 0.926], [2.680, -0.114, 0.993], [3.245, -1.085, 1.851], [4.314, -0.746, 2.676], [4.966, 0.506, 2.494], [4.386, 1.449, 1.638], [-1.872, -2.236, 0.796], [-1.075, -2.979, 1.671], [-1.503, -3.298, 2.959], [-2.773, -2.877, 3.394], [-3.664, -2.242, 2.502], [-3.175, -1.887, 1.226], [-0.650, -0.981, -2.756], [-1.968, -1.955, -3.343], [-3.571, -0.139, -3.273], [-2.163, 0.292, -4.275], [-2.555, 1.344, -1.365], [-2.832, 2.236, -2.844], [-0.189, 0.973, -2.002], [-0.412, 2.052, -3.460], [-0.759, 3.952, -2.192], [-0.998, 3.104, -0.654], [1.258, 4.188, -0.896], [1.625, 3.101, -2.247], [1.823, -0.381, 0.361], [2.880, -2.110, 1.875], [4.673, -1.446, 3.380], [5.918, 0.726, 2.973], [4.870, 2.432, 1.563], [-0.087, -3.314, 1.318], [-0.845, -3.834, 3.604], [-3.138, -3.120, 4.390], [-4.697, -2.015, 2.762], [-3.869, -1.404, 0.586]]
}

***

No. 4
{
  "formula": "C4H7NO2",
  "method": "ωB97M-V/def2-TZVPD",
  "charge": 0,
  "fmax_ev_per_a": 0.59,
  "mol_weight_g_mol": 101.10,
  "e_above_lowest_kcal_mol": 27.7,
  "smiles": "C/N=C/OC(C)=O",
  "e_lumo_ev": 0.94,
  "species": ["C", "N", "C", "O", "C", "C", "O", "H", "H", "H", "H", "H", "H", "H"],
  "positions_angstrom": [[-1.848, -1.260, 0.590], [-0.820, -0.430, 0.007], [-0.813, 0.806, 0.230], [0.120, 1.652, -0.275], [1.211, 1.139, -0.981], [2.006, 0.093, -0.255], [1.463, 1.605, -2.051], [-2.615, -0.710, 1.156], [-2.325, -1.828, -0.215], [-1.379, -1.989, 1.260], [-1.551, 1.373, 0.808], [2.192, 0.405, 0.779], [2.930, -0.020, -0.821], [1.429, -0.835, -0.232]]
}

***

No. 5
{
  "formula": "C3H6N2O3P",
  "method": "ωB97M-V/def2-TZVPD",
  "charge": -1,
  "fmax_ev_per_a": 3.54,
  "mol_weight_g_mol": 149.07,
  "e_above_lowest_kcal_mol": 0.1,
  "e_lumo_ev": 3.75,
  "species": ["C", "C", "C", "N", "N", "O", "O", "O", "P", "H", "H", "H", "H", "H", "H"],
  "positions_angstrom": [[-2.059, -0.150, -0.670], [-0.662, -1.950, 0.053], [-1.035, -1.058, -0.879], [-3.084, 0.396, -0.597], [0.038, 1.762, 0.998], [1.967, 0.067, 0.838], [2.041, 2.372, -0.413], [0.615, 0.390, -1.281], [1.164, 1.214, -0.141], [2.598, -0.450, 0.281], [-0.947, -1.837, 1.135], [-0.006, -2.775, -0.254], [-0.784, -1.222, -1.988], [-0.517, 0.980, 1.285], [0.670, 2.260, 1.633]]
}